Entry from OMol25: the molecule C10H9NO2 (wB97M-V/def2-TZVPD).

Structure (XYZ):
```
22
Properties=species:S:1:pos:R:3
C 1.16 1.84 0.92
C 0.56 1.03 -0.11
O 3.18 -0.23 -0.36
H 0.53 2.22 1.59
H -2.07 1.58 -0.31
C -0.56 0.17 -0.10
C -2.46 -1.81 -0.04
C -2.86 -0.47 -0.15
C -1.12 -2.17 0.01
H 0.45 3.18 -0.92
O 1.94 -2.34 0.51
H -0.98 -3.27 0.10
C -1.90 0.58 -0.17
H 2.06 1.61 1.29
C -0.16 -1.16 -0.06
C 1.28 -1.47 -0.05
H -3.96 -0.43 -0.18
H -3.16 -2.52 -0.04
H 3.12 -0.55 0.54
C 1.10 2.32 -0.51
H 1.92 2.34 -1.22
N 1.92 -0.47 -0.73
```

E_LUMO (alpha / beta): 0.28 / -2.34 eV
multiplicity: 3
relative energy (zero: lowest compared OMol25 entry of this formula, charge and spin): 270.53 kJ/mol
⟨S²⟩: 2.015
Kohn-Sham gap (alpha / beta): 6.63 / 6.90 eV



Entry from OMol25: a structure of composition C11H10BF9MgN2O5S (wB97M-V/def2-TZVPD).

Structure (XYZ):
```
40
Properties=species:S:1:pos:R:3
N 4.96 0.61 1.14
H -1.95 1.01 1.87
F -2.19 -1.19 1.29
H 2.29 -0.67 2.01
C 3.85 0.23 1.06
O 3.60 1.04 -1.79
H 0.22 0.79 2.59
C 1.19 1.16 -0.67
C -5.42 -1.01 -1.23
H 0.13 -0.68 1.64
C 1.42 0.87 0.80
N 2.26 3.00 2.08
F -4.03 0.47 0.58
C -1.89 -0.30 0.27
C 0.15 0.41 1.56
F -3.49 -0.86 -2.51
H 1.07 0.26 -1.26
F -2.97 1.16 -1.16
C -3.87 -1.03 -1.26
H 3.05 2.96 -0.63
F -1.05 -0.91 -0.53
O 4.08 -2.79 0.50
O 1.98 2.67 -2.60
F -5.82 -1.90 -2.12
C 1.91 2.04 1.53
F -3.46 -2.24 -0.87
H -1.24 1.80 0.48
H 3.09 -2.58 -2.17
F -5.86 0.18 -1.58
O 2.23 -1.29 0.11
C -3.21 0.09 -0.41
H 0.35 1.81 -0.88
S 2.60 2.01 -1.50
Mg -1.39 0.34 3.50
C 2.48 -0.27 1.01
O 3.66 -1.98 -1.69
H 5.01 -2.70 0.26
B 3.35 -2.03 -0.36
F -5.88 -1.37 -0.04
C -1.24 0.85 1.01
```

net charge: +2
E_LUMO: -12.95 eV
Kohn-Sham gap: 3.38 eV



Entry from OMol25: a structure of composition C11H10BrF3NiO3S (wB97M-V/def2-TZVPD).

Structure (XYZ):
```
30
Properties=species:S:1:pos:R:3
O 0.91 1.70 -1.03
C 0.00 -2.16 0.72
H 2.54 -1.24 -1.30
H 0.58 -3.12 -1.27
C -5.10 -1.55 -1.06
O 2.47 2.59 0.69
F 0.57 4.86 1.12
C -4.95 -0.41 -1.89
H -5.56 -1.57 -0.08
H 0.32 -0.71 2.44
C -4.57 -2.68 -1.76
C 1.72 -1.28 -0.58
H -4.56 -3.71 -1.40
H -3.62 -2.85 -3.79
S 1.09 2.41 0.25
C 0.71 -2.29 -0.55
Br -1.78 -0.18 -2.16
H -0.81 -2.80 1.07
H -5.24 0.61 -1.65
C -4.33 -0.83 -3.11
H -4.13 -0.21 -3.98
Ni -0.56 -0.51 -0.44
F 1.19 4.82 -1.01
H 2.46 0.10 1.03
C 0.48 4.17 -0.06
O 0.17 1.93 1.29
C 1.67 -0.54 0.65
C -4.10 -2.25 -3.02
F -0.81 4.12 -0.47
C 0.58 -1.03 1.43
```

net charge: -2
E_LUMO (alpha / beta): 5.26 / 5.25 eV
multiplicity: 3
relative energy (zero: lowest compared OMol25 entry of this formula, charge and spin): 0.00 kJ/mol
⟨S²⟩: 2.012
Kohn-Sham gap (alpha / beta): 5.24 / 5.23 eV



Entry from OMol25: a structure of composition C11H10BrNPbS (wB97M-V/def2-TZVPD).

Structure (XYZ):
```
25
Properties=species:S:1:pos:R:3
C 0.28 -0.04 5.75
H -1.93 -0.30 4.17
H -2.36 1.91 2.75
Pb 0.72 0.74 0.37
H -1.76 -2.39 2.47
H -2.34 1.25 0.11
C -2.02 -0.26 3.08
C 1.13 -0.71 -3.93
H 1.57 2.59 -3.47
C -1.83 -0.83 0.86
C 0.64 0.63 -4.03
N -0.16 0.14 6.86
H -1.79 -1.41 -0.07
S 0.83 -0.20 4.23
Br 1.26 -1.76 -0.13
C -2.19 0.91 2.33
H 3.67 1.09 -2.64
H -0.30 0.93 -4.48
C 2.74 0.71 -3.06
C -1.86 -1.35 2.18
H 0.62 -1.61 -4.27
C 1.63 1.51 -3.49
C 2.44 -0.65 -3.34
H 3.11 -1.50 -3.19
C -2.08 0.59 0.94
```

E_LUMO (alpha / beta): -3.09 / -2.65 eV
relative energy (zero: lowest compared OMol25 entry of this formula, charge and spin): 73.30 kJ/mol
Kohn-Sham gap (alpha / beta): 4.76 / 5.39 eV



Entry from OMol25: a structure of composition C11H10CeN5 (wB97M-V/def2-TZVPD).

Structure (XYZ):
```
27
Properties=species:S:1:pos:R:3
C -1.90 0.67 2.88
C -1.01 -0.01 -2.98
C -2.75 1.16 1.85
N -0.08 0.01 -3.92
H -4.19 0.10 0.53
H -3.12 2.18 1.79
H 2.44 0.00 2.14
H -3.28 -2.12 1.70
C 3.35 0.01 -1.51
C 4.01 0.01 0.66
H 3.61 0.01 -2.56
N 1.68 -0.01 0.20
Ce -0.78 -0.06 0.66
H -2.08 -0.01 -3.15
C 2.01 0.00 -1.11
H -1.62 -1.39 3.65
H -0.20 0.02 -4.92
C 0.94 0.00 -2.10
N -0.42 -0.01 -1.79
N 1.15 0.01 -3.39
N 4.33 0.01 -0.62
C -3.34 0.05 1.20
H 4.83 0.01 1.37
C -2.84 -1.13 1.80
C -1.95 -0.75 2.85
H -1.51 1.26 3.70
C 2.69 0.00 1.08
```

net charge: +2
E_LUMO (alpha / beta): -7.76 / -7.72 eV
multiplicity: 2
⟨S²⟩: 0.751
Kohn-Sham gap (alpha / beta): 8.60 / 8.61 eV



Entry from OMol25: a cluster of 2 separate species, C11H10Cl2 in total (wB97M-V/def2-TZVPD).

Structure (XYZ):
```
23
Properties=species:S:1:pos:R:3
H 1.11 -2.69 -1.12
C 0.63 1.28 0.82
C -0.48 2.93 -2.32
C -1.07 2.02 -1.87
Cl 0.96 1.97 3.55
H 1.60 -0.50 -1.04
H -0.52 -0.17 2.69
C 0.88 -0.87 -0.37
Cl -1.00 3.19 1.76
H -0.75 -3.78 0.36
H 1.20 3.14 0.11
C 0.53 -2.18 -0.36
H -1.84 1.35 -1.76
H 2.62 2.28 0.85
C 0.33 0.04 0.66
C -0.42 -2.69 0.49
H -1.70 -2.40 2.24
H 0.19 3.79 -2.57
C 1.53 2.41 0.75
C 0.47 2.26 1.85
C -0.78 -0.52 1.63
C -1.02 -2.00 1.45
H -1.71 0.02 1.36
```

E_LUMO: 0.01 eV
relative energy (zero: lowest compared OMol25 entry of this formula, charge and spin): 434.46 kJ/mol
SMILES: ClC1(Cl)C/C1=C1\C=CC=CC1.C#C
Kohn-Sham gap: 8.06 eV



Results for largest force on an atom: 0.08707 0.06446 0.04088 0.08810 0.02173 0.10372 (in hartree/bohr, following the order of the records).